Arrangement one

This record from the OMol25 dataset describes the molecule C5H7N3. The level of theory is the ωB97M-V functional and the def2-TZVPD basis.

## Properties
HOMO energy in hartree: -0.3116
Structure (SMILES): C1=NC=NC[C@@H]2CN12
2S+1: 1
Frontier orbital gap in eV: 8.98
Total charge: 0

XYZ file:
```
15
Properties=species:S:1:pos:R:3:mulliken_charge:R:1
C -1.191 -0.138 -0.784 0.10
N -0.218 -0.632 -1.581 -0.55
C 1.176 -0.821 -1.391 0.18
N 1.720 -0.531 -0.223 -0.49
C 1.002 -0.181 0.997 -0.96
C 0.067 0.853 1.027 0.04
C -1.393 0.699 1.414 -0.44
N -1.007 0.758 0.182 -0.01
H -2.236 -0.498 -1.356 0.26
H 1.951 -1.355 -2.147 0.29
H 0.600 -1.085 1.381 0.37
H 1.621 -0.041 1.877 0.39
H 0.475 1.964 0.992 0.23
H -1.826 -0.347 1.470 0.32
H -2.028 1.737 1.569 0.26
```

Arrangement two

This record from the OMol25 dataset describes the molecule C5H7N3. The level of theory is the ωB97M-V functional and the def2-TZVPD basis.

## Properties
HOMO energy in hartree: -0.3295
Structure (SMILES): [H]/N=C/NC1=NCC=C1
2S+1: 1
Frontier orbital gap in eV: 9.40
Total charge: 0

XYZ file:
```
15
Properties=species:S:1:pos:R:3:mulliken_charge:R:1
H -3.943 0.794 0.168 0.27
N -3.314 0.051 -0.319 -0.65
C -2.103 0.227 0.157 0.21
N -1.043 -0.599 0.322 -0.14
C 0.179 -0.271 0.114 0.41
N 1.101 -1.212 -0.244 -0.59
C 2.399 -0.446 0.060 -0.38
C 2.052 0.942 -0.131 -0.57
C 0.811 1.161 -0.046 -0.32
H -1.404 1.207 0.428 0.11
H -1.408 -1.612 -0.121 0.36
H 3.184 -0.778 -0.746 0.26
H 3.048 -0.609 1.134 0.23
H 2.907 1.578 -0.111 0.39
H 0.381 2.065 0.013 0.42
```

Arrangement three

This record from the OMol25 dataset describes the molecule C5H7N3. The level of theory is the ωB97M-V functional and the def2-TZVPD basis.

## Properties
HOMO energy in hartree: -0.3358
Structure (SMILES): C#C[C@@H]1CN1/C=N/N
2S+1: 1
Frontier orbital gap in eV: 10.17
Total charge: 0

XYZ file:
```
15
Properties=species:S:1:pos:R:3:mulliken_charge:R:1
C 3.222 -1.298 0.168 0.18
C 2.355 -0.576 -0.199 -0.89
C 1.127 0.091 -0.524 0.17
C 0.843 1.565 -0.153 -0.52
N 0.289 0.432 0.581 -0.27
C -1.102 0.232 0.585 -0.04
N -1.684 -0.304 -0.424 -0.16
N -2.884 -1.028 -0.112 -0.53
H 3.907 -2.004 0.567 0.41
H 0.678 -0.144 -1.513 0.34
H 0.177 2.050 -0.881 0.30
H 1.482 2.281 0.318 0.27
H -1.596 0.106 1.574 0.22
H -3.601 -0.663 -0.830 0.26
H -3.215 -0.740 0.842 0.26
```

Arrangement four

This record from the OMol25 dataset describes the molecule C5H7N3. The level of theory is the ωB97M-V functional and the def2-TZVPD basis.

## Properties
HOMO energy in hartree: -0.2591
Structure (SMILES): C1=C2CNN=C2CN1
2S+1: 1
Frontier orbital gap in eV: 7.71
Total charge: 0

XYZ file:
```
15
Properties=species:S:1:pos:R:3:mulliken_charge:R:1
C -1.149 1.214 -0.078 -0.94
C 0.044 0.657 -0.033 0.70
C 1.566 1.069 0.107 -0.47
N 2.041 -0.275 0.016 0.05
N 1.184 -1.289 -0.018 -0.81
C 0.007 -0.684 -0.075 0.30
C -1.473 -1.059 0.103 -0.37
N -2.172 0.200 -0.218 -0.45
H -1.530 2.206 -0.113 0.47
H 1.595 1.661 1.181 0.16
H 2.024 1.877 -0.573 0.25
H 2.866 -0.475 -0.585 0.27
H -1.756 -1.930 -0.501 0.28
H -1.640 -1.130 1.297 0.24
H -2.895 0.163 0.689 0.31
```

How far above the most stable structure does each one sit? In hartree: arrangement one 0.0632; arrangement two 0.0168; arrangement three 0.0320; arrangement four 0.0000.

Arrangement one

This record from the OMol25 dataset describes the molecule C5H7N3. The level of theory is the ωB97M-V functional and the def2-TZVPD basis.

## Properties
HOMO energy in hartree: -0.2922
Structure (SMILES): [H]/N=C(N)/C(C#C)=C/N
2S+1: 1
Frontier orbital gap in eV: 7.87
Total charge: 0

XYZ file:
```
15
Properties=species:S:1:pos:R:3:mulliken_charge:R:1
H -1.818 -2.362 0.860 0.17
N -1.241 -1.918 -0.001 -0.63
C -0.805 -0.822 0.592 0.48
N -1.298 -0.502 1.954 -0.62
C -0.097 0.230 -0.188 0.34
C 0.023 0.344 -1.593 -0.37
C 0.392 0.169 -2.814 -0.21
C 0.719 1.055 0.708 -0.36
N 2.148 1.356 0.368 -0.49
H -2.256 -1.048 1.975 0.21
H -1.293 0.547 2.254 0.26
H 1.029 -0.101 -3.780 0.31
H 0.770 1.037 1.703 0.40
H 2.461 1.484 -0.669 0.25
H 2.465 2.041 1.187 0.26
```

Arrangement two

This record from the OMol25 dataset describes a cluster of 2 separate species, C5H7N3 in total. The level of theory is the ωB97M-V functional and the def2-TZVPD basis.

## Properties
HOMO energy in hartree: -0.3481
Structure (SMILES): C#Cn1cccn1.N
2S+1: 1
Frontier orbital gap in eV: 10.35
Total charge: 0

XYZ file:
```
15
Properties=species:S:1:pos:R:3:mulliken_charge:R:1
C 2.394 -1.323 -0.010 -0.36
C 1.234 -1.017 -0.097 -0.09
N -0.137 -0.927 -0.091 0.58
C -0.949 -0.934 0.968 -0.29
C -2.110 -0.375 0.611 -0.61
C -1.950 -0.078 -0.760 -0.07
N -0.747 -0.399 -1.170 -0.84
H 3.447 -1.213 -0.078 0.40
H -0.691 -1.290 1.884 0.51
H -3.027 -0.167 1.131 0.37
H -2.699 0.368 -1.453 0.39
N 1.479 2.038 -0.234 -0.77
H 1.053 1.740 -1.108 0.29
H 2.046 1.327 0.072 0.25
H 0.656 2.249 0.334 0.23
```

How far above the most stable structure does each one sit? In hartree: arrangement one 0.0904; arrangement two 0.0000.

Arrangement one

This record from the OMol25 dataset describes a structure of composition C3H8N2OS. The level of theory is the ωB97M-V functional and the def2-TZVPD basis.

## Properties
HOMO energy in hartree: -0.3025
2S+1: 1
Frontier orbital gap in eV: 8.63
Total charge: 0

XYZ file:
```
15
Properties=species:S:1:pos:R:3:mulliken_charge:R:1
C 1.999 0.719 -0.275 -0.90
C -0.006 2.075 0.283 -0.86
C -0.306 -0.228 -0.208 0.48
H 2.455 0.503 0.664 0.35
H 2.313 -0.172 -0.798 0.40
H 2.477 1.702 -0.650 0.27
H 0.602 2.432 1.370 0.25
H 0.209 2.777 -0.828 0.29
H -1.335 1.830 0.371 0.20
H -0.711 -2.197 0.437 0.34
H 1.270 -1.476 1.181 0.33
N 0.496 0.796 -0.079 0.11
N 0.065 -1.634 -0.271 -0.33
O 1.414 -1.657 0.278 -0.44
S -2.040 -0.104 -0.020 -0.50
```

Arrangement two

This record from the OMol25 dataset describes the molecule C3H8N2OS. The level of theory is the ωB97M-V functional and the def2-TZVPD basis.

## Properties
HOMO energy in hartree: -0.3397
Structure (SMILES): C/N=C(/NO)SC
2S+1: 1
Frontier orbital gap in eV: 9.82
Total charge: 0

XYZ file:
```
15
Properties=species:S:1:pos:R:3:mulliken_charge:R:1
C -0.118 1.714 1.717 -0.88
N -0.991 0.928 0.826 -0.58
C -0.315 0.107 0.037 0.47
N -1.108 -0.660 -0.884 -0.24
O -2.504 -0.477 -0.674 -0.44
S 1.472 -0.057 -0.178 -0.02
C 1.643 -1.611 -1.032 -0.86
H 0.573 1.087 2.283 0.32
H 0.435 2.456 1.104 0.32
H -0.665 2.374 2.434 0.26
H -0.922 -0.256 -1.879 0.27
H -2.486 0.303 -0.057 0.45
H 1.367 -1.616 -2.089 0.28
H 0.946 -2.345 -0.606 0.31
H 2.672 -1.946 -1.002 0.34
```

Arrangement three

This record from the OMol25 dataset describes the molecule C3H8N2OS. The level of theory is the ωB97M-V functional and the def2-TZVPD basis.

## Properties
HOMO energy in hartree: -0.3300
Structure (SMILES): [H]/N=C(/N)SCCO
2S+1: 1
Frontier orbital gap in eV: 9.59
Total charge: 0

XYZ file:
```
15
Properties=species:S:1:pos:R:3:mulliken_charge:R:1
H 2.723 -1.000 -0.656 0.26
N 1.935 -1.552 -0.903 -0.75
C 0.853 -0.915 -1.081 0.57
N -0.334 -1.586 -1.295 -0.48
S 0.736 0.950 -1.170 -0.16
C 0.413 1.328 0.606 -0.56
C -0.784 0.527 1.155 -0.62
O -1.920 0.585 0.309 -0.53
H -1.256 -1.082 -1.071 0.28
H -0.271 -2.562 -1.131 0.25
H 0.291 2.394 0.756 0.40
H 1.313 1.078 1.188 0.34
H -0.515 -0.503 1.329 0.33
H -1.141 0.884 2.100 0.36
H -2.044 1.454 -0.136 0.33
```

How far above the most stable structure does each one sit? In hartree: arrangement one 0.1784; arrangement two 0.0685; arrangement three 0.0000.

Arrangement one

This record from the OMol25 dataset describes the molecule C3H8N2OS. The level of theory is the ωB97M-V functional and the def2-TZVPD basis.

## Properties
HOMO energy in hartree: -0.3329
Structure (SMILES): NC(=O)[C@H](N)CS
2S+1: 1
Frontier orbital gap in eV: 9.82
Total charge: 0

XYZ file:
```
15
Properties=species:S:1:pos:R:3:mulliken_charge:R:1
N 0.342 -0.874 -2.083 -0.33
C 0.385 -1.033 -0.745 0.21
O 0.835 -1.992 -0.154 -0.60
C -0.295 0.049 0.078 0.91
N -0.848 1.217 -0.638 -0.76
C 0.420 0.390 1.337 -1.06
S -0.475 0.489 2.916 -0.21
H -0.114 -0.069 -2.446 0.17
H 0.802 -1.373 -2.825 0.22
H -1.201 -0.489 0.345 0.11
H -0.801 2.063 -0.080 0.25
H -0.277 1.484 -1.423 0.19
H 1.147 -0.403 1.529 0.35
H 0.993 1.307 1.262 0.41
H -0.915 -0.763 2.925 0.12
```

Arrangement two

This record from the OMol25 dataset describes the molecule C3H8N2OS. The level of theory is the ωB97M-V functional and the def2-TZVPD basis.

## Properties
HOMO energy in hartree: -0.3303
Structure (SMILES): CCN(S)/C=N\O
2S+1: 1
Frontier orbital gap in eV: 9.73
Total charge: 0

XYZ file:
```
15
Properties=species:S:1:pos:R:3:mulliken_charge:R:1
C -0.545 -2.120 -0.126 -0.88
C -0.946 -0.743 0.501 -0.59
N -0.075 0.426 0.410 -0.12
S 1.491 0.049 1.005 -0.19
C 0.032 1.010 -0.886 0.28
N 0.502 2.115 -1.193 -0.43
O 0.846 2.807 -0.043 -0.37
H -1.301 -2.982 0.006 0.31
H 0.441 -2.359 0.279 0.31
H -0.430 -2.077 -1.247 0.25
H -1.056 -0.649 1.631 0.29
H -1.829 -0.384 0.020 0.45
H 1.590 1.088 1.849 0.14
H -0.176 0.258 -1.780 0.18
H 1.457 3.563 -0.427 0.37
```

Arrangement three

This record from the OMol25 dataset describes the molecule C3H8N2OS. The level of theory is the ωB97M-V functional and the def2-TZVPD basis.

## Properties
HOMO energy in hartree: -0.3273
Structure (SMILES): C/N=C(/NO)SC
2S+1: 1
Frontier orbital gap in eV: 9.55
Total charge: 0

XYZ file:
```
15
Properties=species:S:1:pos:R:3:mulliken_charge:R:1
C 1.821 -1.791 0.137 -0.89
N 1.472 -0.381 0.057 -0.59
C 0.276 0.059 -0.049 0.64
N 0.132 1.434 -0.026 -0.16
O 1.310 2.169 0.051 -0.43
S -1.175 -0.893 -0.222 -0.07
C -2.477 0.270 0.283 -0.89
H 1.188 -2.529 0.719 0.28
H 2.033 -2.242 -0.838 0.30
H 2.796 -1.805 0.649 0.31
H -0.466 1.910 -0.671 0.21
H 1.980 1.591 -0.362 0.36
H -2.595 0.972 -0.480 0.27
H -2.237 0.786 1.241 0.32
H -3.331 -0.358 0.453 0.34
```

Arrangement four

This record from the OMol25 dataset describes a structure of composition C3H8N2OS. The level of theory is the ωB97M-V functional and the def2-TZVPD basis.

## Properties
HOMO energy in hartree: -0.3174
2S+1: 1
Frontier orbital gap in eV: 9.23
Total charge: 0

XYZ file:
```
15
Properties=species:S:1:pos:R:3:mulliken_charge:R:1
C 1.769 0.997 0.285 -0.25
C -0.074 1.510 -1.033 -0.22
C -1.105 -2.190 0.163 -0.92
N 1.011 -0.685 0.889 -0.60
N -0.946 0.791 -0.171 -0.46
O 1.331 1.288 -0.999 -0.31
S -0.450 -0.450 0.644 0.59
H 1.262 1.671 1.056 0.31
H 2.753 0.746 0.322 0.33
H -0.241 1.290 -2.234 0.19
H -0.279 2.633 -0.995 0.26
H -1.812 -2.146 -0.634 0.31
H -0.222 -2.660 -0.196 0.36
H -1.675 -2.562 1.153 0.28
H -1.322 -0.233 1.751 0.12
```

How far above the most stable structure does each one sit? In hartree: arrangement one 0.0000; arrangement two 0.1227; arrangement three 0.0802; arrangement four 0.2361.